Record 1
DFT (the ωB97M-V functional and the def2-TZVPD basis) results for C3H2N2O2 in the gas phase at a distorted geometry.

Each line ends with the Mulliken charge.
Atoms and positions in Å:
C  0.873  0.633  1.307  0.096
C  0.106  -0.452  0.730  -0.177
C  -0.135  0.940  -1.448  -0.311
N  1.491  1.482  1.749  -0.298
N  -0.269  -0.058  -0.586  0.402
O  -0.922  0.273  -2.343  -0.048
O  -1.095  -0.815  -1.453  -0.178
H  0.738  -1.350  0.706  0.252
H  -0.786  -0.652  1.337  0.263

Calculated values
E_tot: -10211.298 eV
Energy relative to the best compared isomer or geometry (same formula, charge and spin): 664.9 kJ/mol
Spin multiplicity: 1
HOMO level: -10.4 eV
HOMO-LUMO gap: 10.8 eV

***

Record 2
DFT (the ωB97M-V functional and the def2-TZVPD basis) results for C3H2N2O2 in the gas phase.

Each line ends with the Mulliken charge.
Atoms and positions in Å:
O  0.835  1.572  -2.042  -0.392
C  0.740  1.390  -0.862  -0.087
C  -0.258  0.390  -0.265  0.773
N  0.324  -0.339  0.685  -0.395
C  -0.292  -1.550  1.032  0.079
N  -1.513  -1.382  0.943  -0.149
O  -1.408  0.362  -0.685  -0.500
H  1.343  1.959  -0.143  0.322
H  0.268  -2.424  1.370  0.348

Calculated values
E_tot: -10213.600 eV
Energy relative to the best compared isomer or geometry (same formula, charge and spin): 442.7 kJ/mol
Spin multiplicity: 1
HOMO level (spin up / spin down): -10.2 / -10.1 eV
HOMO-LUMO gap (spin up / spin down): 7.5 / 6.9 eV

***

Record 3
DFT (the ωB97M-V functional and the def2-TZVPD basis) results for C3H2N2O3 in the gas phase at a distorted geometry.

Each line ends with the Mulliken charge.
Atoms and positions in Å:
C  0.471  -0.925  0.608  0.543
C  -0.285  0.391  -1.084  0.015
C  -0.501  1.604  -0.273  0.474
H  -0.005  -2.844  0.893  0.403
H  -0.709  0.348  -2.021  0.484
N  0.206  -0.788  -0.818  -0.466
N  0.731  0.187  1.342  -0.281
O  0.729  -2.083  1.216  -0.467
O  -1.195  2.653  -0.496  -0.524
O  0.558  1.456  0.633  -0.181

Calculated values
E_tot: -12261.783 eV
Energy relative to the best compared isomer or geometry (same formula, charge and spin): 501.6 kJ/mol
Spin multiplicity: 1
HOMO level: -10.4 eV
HOMO-LUMO gap: 9.0 eV

***

Record 4
DFT (the ωB97M-V functional and the def2-TZVPD basis) results for C3H2N2O3 in the gas phase at a distorted geometry.

Each line ends with the Mulliken charge.
Atoms and positions in Å:
C  0.445  1.838  1.101  0.134
C  0.245  -0.041  -0.142  0.723
C  -0.712  -1.498  -1.368  -0.074
H  0.904  2.776  1.203  0.397
H  -1.364  -2.233  -1.813  0.367
N  0.825  -1.134  0.257  -0.215
N  0.138  -2.095  -0.368  -0.301
O  -0.126  1.243  2.121  -0.521
O  0.571  1.274  -0.050  -0.264
O  -0.926  -0.130  -0.941  -0.247

Calculated values
E_tot: -12262.106 eV
Energy relative to the best compared isomer or geometry (same formula, charge and spin): 470.4 kJ/mol
Spin multiplicity: 1
HOMO level: -10.2 eV
HOMO-LUMO gap: 9.9 eV

***

Record 5
DFT (the ωB97M-V functional and the def2-TZVPD basis) results for 3 unconnected molecules or ions with the total composition C3H2N2O3 at a distorted geometry.

Each line ends with the Mulliken charge.
Atoms and positions in Å:
C  1.152  -0.482  1.126  -0.202
C  1.540  1.992  1.943  0.121
C  -3.665  0.462  -2.409  0.683
N  -0.326  -0.559  -0.729  -0.814
N  0.435  -0.728  0.220  0.493
O  -4.154  -0.279  -1.671  -0.386
O  1.515  2.628  1.013  -0.134
O  -3.161  1.179  -3.108  -0.295
H  1.978  -0.984  1.588  0.285
H  -1.297  -0.886  -0.627  0.249

Calculated values
E_tot: -12263.003 eV
Energy relative to the best compared isomer or geometry (same formula, charge and spin): 383.9 kJ/mol
Spin multiplicity: 1
HOMO level: -9.0 eV
HOMO-LUMO gap: 9.5 eV

***

Record 6
DFT (the ωB97M-V functional and the def2-TZVPD basis) results for C3H2N2O3 in the gas phase at a distorted geometry.

Each line ends with the Mulliken charge.
Atoms and positions in Å:
C  -0.802  -0.068  -0.232  0.252
C  -0.202  1.022  -0.027  -0.095
C  1.273  -0.810  -0.029  0.492
H  -0.632  2.100  0.041  0.322
H  1.774  1.340  -0.081  0.279
N  -2.360  -0.123  -0.050  -0.011
N  1.160  0.593  0.261  -0.202
O  -2.568  -1.405  0.197  -0.261
O  2.327  -1.408  0.015  -0.535
O  0.030  -1.240  -0.094  -0.240

Calculated values
E_tot: -12261.572 eV
Energy relative to the best compared isomer or geometry (same formula, charge and spin): 522.0 kJ/mol
Spin multiplicity: 1
HOMO level: -10.1 eV
HOMO-LUMO gap: 8.6 eV

***

Record 7
DFT (the ωB97M-V functional and the def2-TZVPD basis) results for C3H2N2O3S2 in the gas phase at a distorted geometry.

Each line ends with the Mulliken charge.
Atoms and positions in Å:
C  0.571  1.658  0.003  -0.420
C  0.822  0.306  0.001  0.475
C  -2.131  1.256  -0.055  0.601
N  -0.211  -0.539  0.038  -0.451
N  -0.095  -1.849  0.037  1.027
O  1.024  -2.372  -0.066  -0.759
O  -1.124  -2.478  0.135  -0.646
O  2.093  -0.077  -0.029  -0.501
S  -3.418  0.409  -0.115  -0.135
S  -0.990  2.393  0.098  -0.033
H  1.371  2.372  -0.004  0.374
H  2.088  -1.078  -0.042  0.467

Calculated values
E_tot: -33930.499 eV
Energy relative to the best compared isomer or geometry (same formula, charge and spin): 170.4 kJ/mol
Spin multiplicity: 1
HOMO level: -8.3 eV
HOMO-LUMO gap: 6.4 eV

***

Record 8
DFT (the ωB97M-V functional and the def2-TZVPD basis) results for a molecular structure, C3H2N2OS at a distorted geometry.

Each line ends with the Mulliken charge.
Atoms and positions in Å:
C  -2.047  -0.470  0.087  0.179
C  -0.685  -0.386  0.186  0.655
C  1.359  0.699  -0.014  -0.353
H  1.767  1.347  -0.801  0.286
H  1.494  1.285  0.828  0.332
N  -3.242  -0.678  -0.371  -0.416
N  -0.021  -1.420  0.410  -0.376
O  -0.173  0.830  -0.077  -0.325
S  1.549  -1.205  -0.248  0.018

Calculated values
E_tot: -19002.594 eV
Energy relative to the best compared isomer or geometry (same formula, charge and spin): 285.4 kJ/mol
Spin multiplicity: 1
HOMO level: -9.4 eV
HOMO-LUMO gap: 8.8 eV